Entry from the Open Molecules 2025 dataset: a 26-piece molecular cluster, C76H216N12O26 overall in a non-equilibrium geometry (ωB97M-V with the def2-TZVPD basis set).

For the HOMO energy, the calculation gives -0.3164 Ha. For the energy relative to the best compared isomer or geometry (same formula, charge and spin), the calculation gives 0.1261 eV. Its electronic energy is -5638.0708 Ha.

Each line ends with the Löwdin charge.
Cartesian coordinates (Å):
H  4.1884  -3.0344  0.4013  0.066
H  -4.0084  1.7238  5.3700  0.058
O  4.6161  -0.6594  -5.3515  -0.104
C  -6.1054  -3.7298  2.6809  -0.120
H  -0.3184  -1.5599  -8.0467  0.116
H  -3.0284  7.0105  3.8219  0.119
O  5.6246  -3.9673  2.9854  -0.227
H  2.5399  7.7644  4.7792  0.131
H  -7.1451  -3.6903  2.3563  0.087
C  -3.2958  -1.7332  1.3346  -0.378
O  0.6595  -0.4326  -2.0743  -0.223
C  3.4265  1.2293  2.8568  -0.056
H  -0.6799  -2.8128  -5.6132  0.052
O  0.5573  1.0070  -4.6152  -0.086
H  5.1033  4.3693  0.4231  0.031
C  3.5917  4.5909  -0.8268  -0.346
H  7.6881  3.5682  0.9608  0.072
H  -10.9251  1.3524  2.5184  0.077
H  1.0764  -0.6712  -0.0499  0.122
H  -1.3818  3.9675  -2.7722  0.062
H  1.2610  -3.1039  2.3370  0.024
H  8.8012  -2.8691  3.1599  0.067
C  1.9712  7.0180  4.2246  -0.156
C  -1.1943  4.8309  4.4581  -0.041
H  8.3759  3.0305  2.4838  0.069
H  -5.5365  3.1832  0.4850  0.068
H  -5.4744  -0.5353  -2.1711  0.091
H  -4.3708  1.8790  0.8469  0.074
H  2.4937  5.3833  6.3946  0.094
H  0.9018  -4.3210  -0.9063  0.053
H  -0.7512  1.4472  3.6637  0.053
N  1.8526  -0.8874  -6.4284  0.060
H  -3.7018  -2.7877  3.1762  0.118
H  -2.9888  0.9877  -4.6849  0.069
H  -3.8622  -0.8285  1.5553  0.114
H  -3.5163  9.0275  5.3664  0.087
H  5.4047  -0.4111  -3.5062  0.082
H  -2.8928  -4.9992  -6.5850  0.081
N  -3.6525  0.3578  -5.1125  0.058
H  -6.0377  -5.8702  -1.2285  0.079
H  4.1520  -3.2490  4.2603  0.126
H  6.7809  -3.5920  -2.5833  0.109
H  -1.7098  4.7294  -5.2688  0.103
C  5.9149  -4.2138  -2.3564  -0.307
H  -2.2621  -5.8008  -3.9443  0.046
C  -4.4878  -6.6612  -3.6907  -0.058
H  5.9364  -1.5381  1.3008  0.086
H  1.5672  2.5223  7.0925  0.078
H  -0.2374  8.3277  4.8992  0.084
O  -5.9098  1.0069  -3.5468  -0.096
H  -6.9303  0.3363  -0.4910  0.049
H  0.8949  6.6505  7.7189  0.079
C  8.0891  -1.9264  1.6010  -0.418
H  -6.7521  -0.9320  2.8097  0.077
C  1.8484  2.4657  -5.8531  -0.052
O  1.6288  -9.0212  -0.9129  -0.088
C  8.1050  -3.1975  0.7604  -0.058
C  -3.3822  0.9106  5.7367  -0.028
C  1.7354  -0.6463  -7.8464  -0.399
C  5.3453  -5.3444  2.9702  -0.105
H  -0.8293  -3.0091  1.2637  0.028
H  2.5856  1.7746  -6.2616  0.052
H  -0.0052  -0.1200  5.4044  0.106
H  -1.3811  0.8305  -10.1967  0.076
H  1.0408  2.4460  -6.5848  0.076
C  1.8567  -4.7776  -5.6927  -0.043
H  1.4349  6.3782  4.9254  0.095
H  -1.4832  6.1621  -0.1674  0.059
C  0.4061  -4.4221  -5.4565  -0.324
H  6.1533  -4.4772  -1.3259  0.087
C  0.5077  7.1990  -0.2779  -0.320
H  -1.4965  -0.7367  1.4251  0.023
H  1.1207  6.3068  -0.4057  0.086
C  2.9800  -7.0709  -0.5088  -0.068
N  -1.7295  1.4344  3.9146  0.067
H  -0.2396  0.2278  -7.8646  0.111
C  4.4790  -3.1232  3.2281  -0.144
O  1.2609  -0.0437  2.9440  -0.133
H  -1.5903  -0.8232  -3.4631  0.063
H  8.1563  -2.9003  -0.2870  0.071
H  5.6658  1.1766  -0.1142  0.075
H  -5.8466  -4.7886  2.6940  0.078
C  -4.6196  2.9267  1.0157  -0.106
H  -0.6430  5.3514  5.2412  0.067
H  9.0438  -3.6591  1.0664  0.076
C  -3.8884  -2.9319  2.1120  -0.154
H  -4.5920  -4.2588  -6.6078  0.094
H  9.0428  -1.4003  1.5604  0.141
H  0.4021  -7.1436  -3.9471  0.090
C  2.5836  -8.1450  -1.5083  -0.305
O  -5.2913  -2.9709  1.7976  -0.209
H  3.5722  4.8136  4.7025  0.034
H  3.6371  -1.6469  1.0170  0.061
H  2.1585  1.9418  -3.7568  0.086
H  -0.0329  -5.7120  -1.0801  0.063
H  -2.3751  -6.6581  -1.9186  0.119
H  -3.1791  -1.4860  -3.2705  0.065
H  2.2663  0.2685  -8.1098  0.136
H  0.4970  7.5998  -1.2915  0.111
C  -10.7099  0.6529  3.3262  -0.073
H  0.9627  2.3561  -1.4810  0.059
H  -1.9143  -1.3995  2.8252  0.049
H  -1.8999  -0.7895  -9.8094  0.073
H  2.2782  4.5896  -2.6290  0.069
C  -3.5906  3.9260  0.6083  -0.305
C  -3.2515  -6.0984  -1.5919  -0.146
H  -3.0011  3.3405  -2.8742  0.051
H  -1.9862  -2.4020  -4.0823  0.044
H  0.1103  -4.7862  -4.4726  0.099
H  -5.1481  -7.1989  -3.0102  0.073
N  -0.8689  0.9793  0.9526  0.048
N  3.6698  3.7897  6.4597  0.021
H  -4.3637  3.8872  4.3070  0.092
N  -9.3393  -0.9409  4.3623  0.050
H  -2.9691  3.0884  4.0746  0.026
O  -0.1273  -3.6362  1.4520  -0.139
C  -3.3100  6.3915  4.6738  -0.172
H  2.1127  -4.4802  -6.7096  0.070
H  -11.4944  -0.0904  3.4683  0.077
H  -3.8485  -0.0112  5.3890  0.069
C  0.2577  -0.4019  -0.7172  -0.149
H  -4.5513  -1.9798  -5.5982  0.126
O  -2.8948  -3.0906  -6.2240  -0.229
H  -2.7404  4.5807  5.7918  0.133
C  -3.5379  -4.1682  -6.8702  -0.106
C  -6.9592  0.8987  -1.4243  -0.069
H  -5.2882  0.0323  3.1172  0.078
C  -2.5883  4.4891  -4.6700  -0.238
H  -0.9963  -2.8971  6.1872  0.082
H  0.4918  -2.5039  -2.2313  0.075
C  1.2898  3.5248  6.7668  -0.026
O  -3.6043  3.7024  -5.3598  -0.100
C  7.6731  3.7344  2.0379  -0.063
H  4.1783  6.2581  4.8988  0.095
H  2.4874  -4.2867  -4.9514  0.074
H  -3.8175  -7.3865  -4.1519  0.076
C  5.7033  1.3952  -4.7702  -0.056
H  -6.4585  0.5991  1.9583  0.080
H  -10.7545  1.2424  4.2420  0.074
C  2.4433  -1.8250  -8.5560  -0.049
H  -5.0470  -6.2042  -4.5071  0.077
C  -2.6850  4.9449  4.7660  -0.405
C  -0.4175  -9.1518  -4.0238  -0.092
H  2.9653  3.9859  -0.1712  0.074
H  -8.3738  -1.1527  4.5699  0.059
H  -9.0538  -0.3468  2.3525  0.122
C  2.5121  4.4585  6.9713  -0.440
H  -3.9371  4.9050  0.9393  0.115
H  4.8300  -2.1071  3.0477  0.111
H  1.0692  3.3371  5.7160  0.040
H  1.8939  -2.7397  -8.3333  0.067
O  1.7129  5.4920  9.1330  -0.161
H  -6.0025  -6.8644  0.1230  0.090
C  -5.6952  0.5289  -2.2537  -0.331
H  1.2455  -1.5605  -3.5632  0.088
H  -4.8946  3.0354  2.0648  0.059
C  6.2457  3.7245  2.6107  -0.322
C  -3.6472  -1.8722  -6.1975  -0.157
O  1.1982  8.0345  0.5852  -0.072
C  6.8978  -1.0332  1.2064  -0.179
C  2.2076  0.7670  3.7057  -0.254
O  1.0378  7.6231  3.2966  -0.227
H  -4.3548  3.6593  -4.7628  0.070
H  -1.0086  1.2872  -1.1106  0.134
H  -1.6985  2.6108  -3.7717  0.045
N  -1.9402  -1.5503  1.8268  0.055
H  3.5989  5.5538  8.3027  0.116
C  3.2652  4.3050  -2.2645  -0.074
H  -0.5412  -1.1428  -0.6842  0.101
H  5.1737  -0.4144  -0.7319  0.073
H  2.0997  -1.8254  -2.0132  0.082
C  -2.8130  -0.8005  -5.3952  -0.358
H  6.7853  -0.2198  1.9232  0.115
H  3.1826  3.9554  8.9245  0.131
H  -9.6913  -1.7612  3.8897  0.077
H  0.7834  -8.1066  -5.2676  0.109
H  4.5483  4.0792  6.8655  0.089
H  -1.2410  1.8865  1.1949  0.045
H  3.7149  -0.5248  -5.6539  0.018
H  3.4077  -8.6823  -1.9777  0.118
H  -1.5097  1.8535  5.9097  0.119
H  2.9912  -4.3896  2.2702  0.123
H  -8.5684  1.6614  4.4648  0.124
O  -1.2605  -7.2897  -5.2524  -0.088
C  -3.2512  -1.9030  -0.1999  -0.030
H  0.3596  3.7998  7.2642  0.084
H  -1.1370  -0.5833  6.7080  0.125
O  7.1180  -0.4046  -0.0705  -0.180
H  1.5095  -0.9662  3.0371  0.013
H  2.3526  3.4291  -5.9300  0.076
H  2.3998  0.2669  4.6549  0.107
C  -0.3820  -4.8987  0.8836  -0.246
H  0.5714  0.5566  -3.7675  0.050
H  -4.6142  -4.7945  -2.7307  0.133
C  1.4012  6.7500  8.6791  -0.135
N  1.9893  -2.8356  2.9833  0.047
O  4.8706  4.1310  -0.4773  -0.073
H  -3.3651  0.8816  6.8262  0.079
H  0.4194  -9.7145  -3.6103  0.071
O  0.1831  -0.4887  -9.7450  -0.215
C  -0.9373  7.0091  0.2482  -0.055
C  0.2422  -0.6556  -8.2837  -0.148
C  2.7832  4.8427  8.4333  -0.171
H  5.9616  2.0522  -3.9398  0.063
H  0.3630  -5.5988  1.2617  0.106
C  0.8751  2.0469  -0.4394  -0.030
H  -0.9313  5.2888  3.5045  0.073
H  -3.9321  -1.5041  -7.1831  0.124
H  -3.5425  -4.1557  -7.9601  0.088
H  3.7212  2.8401  6.7999  0.082
C  -1.8700  1.0108  5.3195  -0.367
H  0.7710  2.9143  -3.9751  0.090
H  -4.6245  8.0501  6.2799  0.086
H  0.6679  2.9599  0.1188  0.073
H  -3.0135  5.4312  -4.3240  0.103
H  -4.3980  6.3412  4.6299  0.118
H  1.8177  4.2555  3.5603  0.063
C  3.2456  -3.3325  2.3462  -0.378
C  -0.0710  -4.7231  -0.6232  -0.093
O  -2.8223  7.0435  5.8118  -0.194
H  4.1565  1.6890  3.5230  0.062
O  0.2503  -3.0489  -5.5916  -0.104
H  3.5106  -1.8694  -8.3391  0.078
O  5.8829  -5.3836  -3.1383  -0.083
H  1.6677  1.6833  3.9448  0.075
H  3.9691  0.3798  2.4420  0.052
H  -5.1653  0.7278  -4.0848  0.005
H  -1.0611  -0.3746  -11.3844  0.083
C  -1.1143  -0.2206  -10.3067  -0.103
H  3.7000  -4.0603  -2.2074  0.057
H  1.1546  7.5048  1.3847  0.028
H  3.9190  0.3645  -3.7647  0.095
H  2.8074  4.3021  2.1376  0.058
H  -3.4161  -3.8628  1.7982  0.116
O  -2.4334  3.4771  1.2823  -0.116
H  -0.2135  -4.8513  -6.2438  0.110
H  4.5509  -2.5945  -1.9722  0.041
H  2.0271  -7.7174  -2.3423  0.086
H  0.2242  -2.5612  5.0571  0.072
H  8.1174  4.6905  2.3146  0.073
H  -1.4271  -5.1847  1.0023  0.101
C  -2.3641  -1.3840  -3.9872  -0.019
H  -3.5340  3.8758  -0.4790  0.100
H  1.9553  -5.8612  -5.6283  0.064
C  -0.0722  -7.8242  -4.6541  -0.315
C  -0.2734  1.0291  -0.3484  -0.376
H  2.3005  7.3451  8.5197  0.087
H  -6.9173  1.9290  -1.0711  0.054
H  -2.8951  -5.2519  -1.0050  0.091
H  1.8172  1.6303  -0.0831  0.078
H  3.3866  3.2599  -2.5495  0.059
H  -0.1488  0.8082  1.6399  0.045
H  6.6988  -5.5567  -3.6137  0.082
C  4.5556  -3.4982  -2.5816  -0.070
H  -4.2295  -1.9777  -0.6746  0.070
C  6.0088  0.2783  -0.6276  -0.095
N  -3.4021  3.9992  4.0194  0.034
H  -8.2325  1.8757  2.7524  0.130
H  7.1495  -2.9242  3.1540  0.029
H  -3.1940  -4.6145  -4.6296  0.039
C  2.8651  6.1481  3.3288  -0.350
C  2.1335  4.9064  2.7449  -0.015
H  -7.8820  0.6505  -1.9485  0.075
C  -9.3099  0.0659  3.3283  -0.463
H  3.6810  -6.3931  -0.9958  0.065
H  4.4474  -3.1622  -3.6129  0.071
C  1.1308  -1.6577  -2.4837  -0.096
H  -2.0477  0.7459  3.2477  0.059
O  -6.9791  0.6844  3.9955  -0.163
N  7.9575  -2.3431  2.9821  0.036
C  -3.8377  -5.5294  -2.9427  -0.463
H  -1.0064  7.0196  1.3359  0.046
C  -0.8615  -2.5885  5.1505  -0.106
H  3.3592  5.6184  -0.5470  0.109
H  4.9054  -5.6800  2.0310  0.077
O  -1.4610  -1.3547  4.8502  -0.232
H  6.2973  3.7558  3.6990  0.104
H  0.8190  7.4036  9.3287  0.094
C  -3.5640  8.2087  6.0843  -0.121
H  -1.9076  -0.6750  -5.9890  0.118
C  -8.2116  1.1537  3.5687  -0.220
H  6.5642  0.9324  -5.2526  0.072
C  -2.1184  3.5706  -3.4708  -0.080
N  3.9260  5.5995  4.1758  0.036
H  -0.8279  3.8046  4.4352  0.053
H  -5.2713  -5.2604  0.2388  0.072
H  1.2180  5.0431  2.1694  0.076
H  3.9756  4.9427  -2.7906  0.082
H  6.3748  0.6958  -1.5656  0.083
C  4.8746  0.1780  -4.2546  -0.331
H  -3.1066  8.5335  7.0188  0.090
H  2.0019  -9.8856  -0.7251  0.079
C  0.1079  8.5253  3.8844  -0.081
C  3.3223  -2.6892  0.9660  -0.037
H  4.6781  -5.6645  3.7706  0.092
C  -5.3817  -6.1368  -0.3998  -0.098
C  -6.3575  0.0790  2.9109  -0.117
H  -1.3332  -7.5633  -6.1697  0.095
H  -4.8367  1.0600  -1.8425  0.094
H  7.2454  -3.8190  1.0111  0.065
H  -6.0300  -3.3846  3.7121  0.082
H  -2.8145  -1.0156  -0.6580  0.062
H  -2.5880  -2.7184  -0.4888  0.062
H  3.3496  6.7166  2.5350  0.147
H  5.7030  2.7898  2.4693  0.077
O  -4.2355  -6.8476  -0.8553  -0.186
H  5.1082  1.8339  -5.5711  0.060
H  2.1629  -6.5291  -0.0326  0.054
H  4.8829  5.0362  2.9178  -0.013
H  -3.9190  0.7116  -6.0202  0.095
H  -1.3918  -3.3532  4.5829  0.092
H  -2.6177  3.7800  2.1744  0.021
C  1.3351  2.1119  -4.4505  -0.342
H  1.7719  -3.4855  3.7252  0.072
O  5.5223  4.8658  2.2223  -0.110
H  2.4545  -2.8145  0.3185  0.063
H  3.5621  -7.5945  0.2496  0.071
H  6.2334  -5.9662  3.0834  0.093
H  1.2961  -1.6728  -6.1228  0.037
H  -0.8554  -9.8700  -4.7170  0.074
H  0.4228  9.5686  3.8617  0.091
H  -0.7619  -4.0794  -1.1676  0.049
H  2.3960  -1.6715  -9.6341  0.067
H  -0.7325  8.4209  3.1982  0.078
C  -1.0538  -0.2371  5.6778  -0.145
H  -1.5621  7.8738  0.0244  0.072
H  1.4055  -0.0681  -6.0423  0.028
N  -2.8392  -4.9920  -3.7626  0.077
H  -1.2088  -9.0247  -3.2851  0.073
H  3.1215  1.9047  2.0575  0.062

Cartesian forces (eV/Å) of the 6 atoms listed first:
H 0.05 -0.79 -0.07
H 0.31 0.14 0.14
O 0.56 -0.56 -0.20
C 0.40 -0.16 -0.12
H 0.26 -0.22 0.43
H 0.33 -0.44 -0.64